Computed, not measured: a molecular structure, C4H5LiO6 in a non-equilibrium geometry, with the ωB97M-V functional and the def2-TZVPD basis.

Each line ends with the natural charge from an NBO analysis.
Atoms and positions in Å:
H -0.5347 -0.1958 1.4000  0.50
O 0.0486 2.8960 -0.5699  -0.61
C -1.0971 3.1061 -0.4762  1.07
O -2.2118 3.3748 -0.6354  -0.45
O -1.3849 -0.6910 1.2299  -0.75
C -1.0820 -1.6872 0.2748  -0.09
O 1.2585 -1.5895 -0.5383  -0.52
C 1.5501 -0.2759 -0.4017  0.95
C 0.3355 -2.2272 0.3538  -0.10
O 0.9760 0.3904 0.5082  -0.89
O 2.3127 0.2083 -1.2609  -0.77
Li 1.5098 1.7704 -0.3959  0.93
H -1.2536 -1.3122 -0.7503  0.16
H -1.7727 -2.5274 0.4381  0.18
H 0.7129 -2.1643 1.3851  0.19
H 0.3372 -3.2772 0.0378  0.20

Energy = -16721.642 eV
ΔE to the lowest compared entry with this formula, charge and spin = 0.0 kcal/mol
Gap between HOMO and LUMO = 9.570 eV

***

Computed, not measured: a molecular structure, C38H32BN7O3S4Ti in a non-equilibrium geometry, with the ωB97M-V functional and the def2-TZVPD basis.

Each line ends with the Mulliken spin population.
Atoms and positions in Å:
Ti -13.5609 5.8256 -15.3444  1.05
C -13.2758 2.6055 -9.2580  0.00
C -12.2754 3.2124 -10.1982  0.00
C -10.8772 3.3556 -10.0061  0.00
C -10.3945 3.9374 -11.2250  0.00
N -11.4106 4.1873 -12.0670  0.01
N -12.5744 3.7635 -11.3889  0.00
B -14.0310 3.9078 -12.1362  0.00
N -14.4773 5.4269 -12.2836  0.03
N -13.6097 6.2046 -13.0870  -0.05
C -13.6080 7.4621 -12.4522  0.01
C -14.7672 7.5387 -11.6059  -0.03
C -15.2127 6.2039 -11.5362  0.02
C -16.3677 5.7183 -10.6883  0.00
C -12.5248 8.4187 -12.4806  0.03
C -11.1994 8.0018 -12.8035  -0.05
C -10.1321 8.8725 -12.5548  0.03
C -10.3171 10.1556 -12.0519  0.00
C -11.5974 10.6137 -11.8649  0.00
C -12.6869 9.7934 -12.1585  0.00
N -13.9817 3.3335 -13.6121  0.00
N -13.0835 3.7877 -14.6401  0.01
C -13.0315 2.7840 -15.5580  -0.02
C -13.9647 1.7882 -15.2558  0.00
C -14.4714 2.1279 -13.9852  0.00
C -15.4859 1.3695 -13.1530  0.00
C -11.8486 2.5010 -16.3861  0.00
C -11.9494 1.3433 -17.1980  0.00
C -10.7829 0.6369 -17.5340  0.00
C -9.5291 1.2343 -17.3325  0.00
C -9.4551 2.4683 -16.7278  0.00
C -10.5821 3.1226 -16.2505  0.02
C -9.0630 4.2887 -11.6078  0.00
C -8.8982 4.9419 -12.8344  -0.01
C -7.5819 5.1284 -13.2559  0.00
C -6.4535 4.8582 -12.4733  0.00
C -6.6870 4.2808 -11.2319  0.00
C -7.9474 4.0276 -10.7870  0.00
H -12.7605 2.2106 -8.3850  0.00
H -13.8705 1.8532 -9.7852  0.00
H -13.9600 3.4059 -8.9959  0.00
H -10.2699 3.0881 -9.1603  0.00
H -14.8906 3.3933 -11.3864  0.00
H -15.0970 8.3577 -10.9786  0.00
H -17.0359 6.5832 -10.5658  0.00
H -15.9382 5.3987 -9.7393  0.00
H -16.8945 4.8762 -11.1809  0.00
H -11.0246 6.9633 -13.0999  -0.01
H -9.1022 8.5504 -12.7733  0.01
H -9.4532 10.7932 -11.9038  0.00
H -11.7652 11.5974 -11.4433  0.00
H -13.6499 10.2342 -12.0859  0.00
H -14.0606 0.8298 -15.7329  0.00
H -15.7948 0.5345 -13.7356  0.00
H -16.3135 2.0496 -12.8944  0.00
H -15.0477 1.0034 -12.2234  0.00
H -12.9660 1.0195 -17.4975  0.00
H -10.9092 -0.3612 -17.9669  0.00
H -8.6977 0.6465 -17.6093  0.00
H -8.5019 2.9235 -16.6535  0.00
H -10.5471 4.1370 -15.9131  0.00
H -9.7318 5.2676 -13.4129  0.01
H -7.4342 5.3897 -14.3065  0.00
H -5.4463 4.9541 -12.8527  0.00
H -5.8794 4.0910 -10.5393  0.00
H -8.1191 3.6654 -9.7830  0.00
S -16.0123 3.5156 -18.4092  0.00
C -15.2483 4.5819 -17.4472  0.02
S -15.8022 5.3553 -15.9214  -0.03
S -13.6376 5.1264 -17.7430  -0.02
O -14.2405 8.9974 -18.0326  0.01
S -13.7023 9.2533 -16.7388  0.02
O -14.3285 10.1444 -15.8144  0.01
N -13.3141 7.8408 -15.9578  0.06
C -11.9952 7.5352 -16.0782  0.25
O -11.5470 6.4159 -15.6055  0.07
C -11.2434 8.6207 -16.6506  0.04
C -9.8271 8.8004 -16.7133  0.18
C -9.3563 10.0816 -17.0138  -0.09
C -10.2313 11.1474 -17.2874  0.28
C -11.5893 11.0223 -17.1623  -0.13
C -12.0485 9.7472 -16.9403  0.20
H -9.1728 7.9934 -16.5748  0.03
H -8.2872 10.2883 -17.0293  0.00
H -9.7450 12.1195 -17.4881  0.04
H -12.2839 11.8877 -17.0940  0.00

Energy = -123635.632 eV
Charge = -2
Multiplicity = 3
ΔE to the lowest compared entry with this formula, charge and spin = 0.0 kcal/mol
Gap between HOMO and LUMO (alpha / beta) = 3.538 / 6.126 eV

***

Computed, not measured: CH4N2OS in the gas phase in a non-equilibrium geometry, with the ωB97M-V functional and the def2-TZVPD basis.

Each line ends with the natural charge from an NBO analysis.
Atoms and positions in Å:
C -0.3680 0.3014 0.0483  0.76
H -2.4547 0.3645 -0.6524  0.43
H -1.3185 -1.2734 -0.6811  0.40
H 0.5160 -1.1876 1.1173  0.41
H 2.7331 1.2609 0.6012  0.10
N -1.5844 -0.3653 -0.2147  -0.89
N 0.6718 -0.6188 0.1314  -0.85
O -0.2670 1.4554 -0.0466  -0.57
S 2.0716 0.0629 -0.3033  0.21

Energy = -16962.470 eV
SMILES = NC(=O)NS
ΔE to the lowest compared entry with this formula, charge and spin = 62.7 kcal/mol
Gap between HOMO and LUMO = 9.791 eV

***

What did the third record say?
Computed, not measured: CH4N2OS in the gas phase in a non-equilibrium geometry, with the ωB97M-V functional and the def2-TZVPD basis.

Each line ends with the natural charge from an NBO analysis.
Atoms and positions in Å:
C -0.3680 0.3014 0.0483  0.76
H -2.4547 0.3645 -0.6524  0.43
H -1.3185 -1.2734 -0.6811  0.40
H 0.5160 -1.1876 1.1173  0.41
H 2.7331 1.2609 0.6012  0.10
N -1.5844 -0.3653 -0.2147  -0.89
N 0.6718 -0.6188 0.1314  -0.85
O -0.2670 1.4554 -0.0466  -0.57
S 2.0716 0.0629 -0.3033  0.21

Energy = -16962.470 eV
SMILES = NC(=O)NS
ΔE to the lowest compared entry with this formula, charge and spin = 62.7 kcal/mol
Gap between HOMO and LUMO = 9.791 eV